Entry 1:
{
  "formula": "C5H8N2",
  "method": "the ωB97M-V functional and the def2-TZVPD basis",
  "elements": ["C", "C", "C", "C", "N", "N", "C", "H", "H", "H", "H", "H", "H", "H", "H"],
  "positions_angstrom": [[0.02482, -1.34152, 0.93427], [1.70341, 0.34864, 0.04819], [0.31798, -0.24302, -0.07349], [-1.19035, 0.12603, -1.43794], [-0.07131, -0.53822, -1.43270], [-1.55962, 1.73480, 0.48761], [-1.06646, 0.78470, -0.17860], [-2.19974, 2.31772, -0.06247], [-2.02026, 0.17518, -2.14245], [-0.95906, -1.78712, 0.77210], [0.78291, -2.13042, 0.85931], [1.91048, 1.05265, -0.76137], [2.47111, -0.43349, 0.03503], [1.80280, 0.88480, 0.99740], [0.05328, -0.95073, 1.95511]],
  "multiplicity": 1,
  "gap_ev": 9.70,
  "total_charge": 0,
  "lumo_energy_ev": 0.2,
  "smiles": "[H]/N=C1\\C=NC1(C)C",
  "e_homo_ha": -0.34836
}

Entry 2:
{
  "formula": "C5H8N2",
  "method": "the ωB97M-V functional and the def2-TZVPD basis",
  "elements": ["C", "N", "C", "C", "C", "N", "C", "H", "H", "H", "H", "H", "H", "H", "H"],
  "positions_angstrom": [[2.06028, 0.38979, 0.32193], [1.02759, -0.19558, -0.54177], [0.48755, -1.38924, -0.06539], [-0.84198, -1.23831, 0.17232], [-1.18088, 0.12567, -0.16914], [-2.39962, 0.76069, 0.08175], [-0.04932, 0.69738, -0.65128], [3.00173, -0.16051, 0.28862], [2.23404, 1.42264, 0.01067], [1.67964, 0.41222, 1.35364], [1.11983, -2.25863, 0.07508], [-1.52191, -1.99359, 0.54789], [-3.20264, 0.15153, 0.07750], [-2.55417, 1.57336, -0.49793], [0.13987, 1.70259, -1.00390]],
  "multiplicity": 1,
  "gap_ev": 8.77,
  "total_charge": 0,
  "lumo_energy_ev": 1.1,
  "smiles": "Cn1ccc(N)c1",
  "e_homo_ha": -0.28000
}

Entry 3:
{
  "formula": "C5H8N2",
  "method": "the ωB97M-V functional and the def2-TZVPD basis",
  "elements": ["C", "C", "C", "C", "N", "N", "C", "H", "H", "H", "H", "H", "H", "H", "H"],
  "positions_angstrom": [[1.68804, -0.64441, 1.34270], [0.67671, 0.07081, 0.49508], [0.00198, -0.58789, -0.61353], [-0.09839, -0.58011, -1.89802], [-0.11551, -0.53874, -3.13347], [-0.73314, -0.35063, 0.56879], [-1.75110, 0.68632, 0.43691], [1.49454, -1.71878, 1.32152], [2.69354, -0.46395, 0.94746], [1.64873, -0.28977, 2.37599], [0.84086, 1.14158, 0.34405], [-0.26369, 0.43881, -3.39298], [-1.41084, 1.53596, -0.17796], [-2.03865, 1.04952, 1.42597], [-2.63309, 0.25127, -0.04250]],
  "multiplicity": 1,
  "gap_ev": 9.32,
  "total_charge": 0,
  "lumo_energy_ev": 0.9,
  "smiles": "C[C@H]1C(=C=N)N1C",
  "e_homo_ha": -0.30846
}

Entry 4:
{
  "formula": "C5H8N2",
  "method": "the ωB97M-V functional and the def2-TZVPD basis",
  "elements": ["C", "C", "C", "C", "N", "C", "N", "H", "H", "H", "H", "H", "H", "H", "H"],
  "positions_angstrom": [[-2.20834, -0.63841, -0.55710], [-0.76029, -0.43301, -0.22769], [0.21993, 0.30828, -0.84892], [1.32182, 0.41541, 0.04116], [2.44149, 1.24492, -0.17657], [1.03437, -0.34229, 1.14790], [-0.24075, -0.84252, 0.96740], [-2.83728, -0.43691, 0.31972], [-2.52713, 0.06374, -1.33118], [-2.44853, -1.64827, -0.90029], [0.25848, 0.64072, -1.87914], [2.65803, 1.75040, 0.67386], [2.18717, 1.93441, -0.87487], [1.62238, -0.58824, 2.01956], [-0.72135, -1.42824, 1.62617]],
  "multiplicity": 1,
  "gap_ev": 8.46,
  "total_charge": 0,
  "lumo_energy_ev": 1.1,
  "smiles": "Cc1cc(N)c[nH]1",
  "e_homo_ha": -0.27184
}

Entry 5:
{
  "formula": "C5H8N2",
  "method": "the ωB97M-V functional and the def2-TZVPD basis",
  "elements": ["C", "N", "C", "C", "C", "N", "C", "H", "H", "H", "H", "H", "H", "H", "H"],
  "positions_angstrom": [[2.25548, 0.37956, 0.02971], [0.90405, -0.09396, 0.16252], [0.35576, -1.31603, 0.41347], [-1.01458, -1.18378, 0.32651], [-1.29361, 0.17433, -0.00631], [-2.57681, 0.72885, -0.12873], [-0.08117, 0.81100, -0.13057], [2.26410, 0.99841, -0.88876], [2.52481, 1.05483, 0.85030], [2.95215, -0.46017, 0.00243], [0.95619, -2.19682, 0.61123], [-1.74552, -1.97502, 0.45168], [-3.22829, 0.09806, -0.57664], [-2.56930, 1.62312, -0.59963], [0.29236, 1.72214, -0.59072]],
  "multiplicity": 1,
  "gap_ev": 8.47,
  "total_charge": 0,
  "lumo_energy_ev": 1.0,
  "smiles": "Cn1ccc(N)c1",
  "e_homo_ha": -0.27298
}

Entry 6:
{
  "formula": "C5H8N2",
  "method": "the ωB97M-V functional and the def2-TZVPD basis",
  "elements": ["C", "N", "C", "C", "C", "C", "N", "H", "H", "H", "H", "H", "H", "H", "H"],
  "positions_angstrom": [[2.40143, -0.60055, 0.11655], [1.06849, -0.05093, 0.01251], [0.71525, 1.20737, -0.33473], [-0.65925, 1.24980, -0.33288], [-1.05588, -0.05722, 0.03142], [-2.44772, -0.58736, 0.20228], [0.00226, -0.83519, 0.23509], [3.12575, 0.21244, 0.02960], [2.58450, -1.32957, -0.67809], [2.52531, -1.09168, 1.08436], [1.45961, 1.96101, -0.55346], [-1.29290, 2.09568, -0.56020], [-3.06450, -0.38159, -0.67983], [-2.94283, -0.12387, 1.06361], [-2.41953, -1.66835, 0.36377]],
  "multiplicity": 1,
  "gap_ev": 9.98,
  "total_charge": 0,
  "lumo_energy_ev": 1.0,
  "smiles": "Cc1ccn(C)n1",
  "e_homo_ha": -0.32857
}

Entry 7:
{
  "formula": "C5H8N2",
  "method": "the ωB97M-V functional and the def2-TZVPD basis",
  "elements": ["C", "C", "N", "C", "C", "N", "C", "H", "H", "H", "H", "H", "H", "H", "H"],
  "positions_angstrom": [[-2.30692, -0.09322, 0.56366], [-1.33652, -0.70539, -0.44302], [-0.05404, -0.03540, -0.37240], [0.95166, -0.71847, 0.00171], [2.27516, -0.11798, 0.15829], [2.40489, 1.14466, -0.06077], [2.26628, 2.34542, -0.15636], [-3.30225, -0.53885, 0.46433], [-1.95569, -0.25822, 1.58762], [-2.38869, 0.98632, 0.40539], [-1.73478, -0.56703, -1.45605], [-1.24768, -1.79196, -0.26936], [0.88824, -1.79162, 0.23752], [3.14132, -0.69781, 0.46445], [2.39901, 2.83955, -1.12500]],
  "multiplicity": 1,
  "gap_ev": [8.45, 8.45],
  "total_charge": 0,
  "lumo_energy_ev": [0.4, 0.4],
  "e_homo_ha": [-0.29566, -0.29568]
}

Entry 8:
{
  "formula": "C5H8N2",
  "method": "the ωB97M-V functional and the def2-TZVPD basis",
  "elements": ["C", "C", "C", "C", "N", "N", "C", "H", "H", "H", "H", "H", "H", "H", "H"],
  "positions_angstrom": [[-1.74798, 0.31374, 0.35971], [-0.44448, -0.14045, -0.24988], [0.79435, 0.65805, -0.31821], [0.14346, 1.82593, -0.87190], [-0.60856, 1.84063, -1.81273], [0.55945, -0.20938, 0.83184], [1.52224, -1.30604, 0.87131], [-1.57714, 1.07780, 1.13239], [-2.45234, 0.68971, -0.38613], [-2.19750, -0.55688, 0.85216], [-0.77716, 0.46635, -1.72709], [1.59743, 0.35666, -0.98898], [1.78432, -1.68850, -0.12714], [1.08008, -2.11970, 1.45158], [2.43137, -0.97012, 1.37917]],
  "multiplicity": 1,
  "gap_ev": [8.33, 8.33],
  "total_charge": 0,
  "lumo_energy_ev": [-0.6, -0.6],
  "e_homo_ha": [-0.32879, -0.32874]
}

Entry 9:
{
  "formula": "C5H8N2",
  "method": "the ωB97M-V functional and the def2-TZVPD basis",
  "elements": ["C", "N", "C", "C", "C", "C", "N", "H", "H", "H", "H", "H", "H", "H", "H"],
  "positions_angstrom": [[-2.57277, -0.51150, -0.25291], [-1.33251, 0.24368, 0.03728], [-0.21628, -0.41774, -0.12667], [0.98206, 0.25470, 0.02416], [2.32238, -0.38990, 0.08323], [0.71974, 1.60065, 0.32015], [-0.44347, 2.13545, 0.21527], [-3.13293, -0.09742, -1.09351], [-3.23213, -0.53814, 0.62276], [-2.34361, -1.56499, -0.50594], [-0.22241, -1.48575, -0.35307], [3.11491, 0.36419, 0.09128], [2.46334, -1.00873, -0.80836], [2.44316, -1.03051, 0.96310], [1.50399, 2.08387, 0.91614]],
  "multiplicity": 1,
  "gap_ev": [7.66, 7.22],
  "total_charge": 0,
  "lumo_energy_ev": [-0.2, -0.7],
  "e_homo_ha": [-0.28880, -0.28993]
}

Entry 10:
{
  "formula": "C5H8N2",
  "method": "the ωB97M-V functional and the def2-TZVPD basis",
  "elements": ["C", "N", "C", "C", "C", "N", "C", "H", "H", "H", "H", "H", "H", "H", "H"],
  "positions_angstrom": [[-0.40840, 0.26847, -2.15574], [-0.32190, 0.24690, -0.71825], [-0.22229, 1.34649, 0.08531], [0.05541, 0.95575, 1.36670], [0.10582, -0.46256, 1.33574], [0.64631, -1.22651, 2.40810], [-0.09547, -0.87828, 0.02997], [-0.89081, 1.19859, -2.45960], [0.58439, 0.20924, -2.61866], [-1.01587, -0.57065, -2.50577], [-0.37157, 2.33353, -0.32074], [0.20632, 1.58001, 2.23895], [1.37111, -0.91655, 1.44530], [0.39269, -2.21775, 2.28387], [-0.03573, -1.86669, -0.41516]],
  "multiplicity": 1,
  "gap_ev": 8.44,
  "total_charge": 0,
  "lumo_energy_ev": 0.8,
  "e_homo_ha": -0.27907
}

Entry 11:
{
  "formula": "C5H8N2",
  "method": "the ωB97M-V functional and the def2-TZVPD basis",
  "elements": ["C", "C", "C", "C", "C", "H", "H", "H", "H", "H", "H", "H", "H", "N", "N"],
  "positions_angstrom": [[-1.00374, -0.71870, -0.94074], [0.03262, -0.03509, -0.01525], [-0.69265, 0.76725, 1.03201], [0.96637, 0.84639, -0.72815], [1.07936, -0.92486, 0.58223], [-0.59167, -1.49418, -1.63238], [-1.56494, 0.03036, -1.51346], [-1.76994, -1.25362, -0.37363], [-0.01726, 1.35949, 1.70603], [-1.38083, 1.41588, 0.54278], [-1.30595, 0.04759, 1.57707], [0.73024, 1.79367, -1.25707], [1.00003, -1.79698, 1.24807], [2.22133, 0.54018, -0.55099], [2.29701, -0.57738, 0.32347]],
  "multiplicity": 1,
  "gap_ev": 10.54,
  "total_charge": 0,
  "lumo_energy_ev": 0.5,
  "smiles": "CC1(C)C=NN=C1",
  "e_homo_ha": -0.36743
}

Entry 12:
{
  "formula": "C5H8N2",
  "method": "the ωB97M-V functional and the def2-TZVPD basis",
  "elements": ["C", "N", "C", "C", "C", "C", "N", "H", "H", "H", "H", "H", "H", "H", "H"],
  "positions_angstrom": [[-2.49628, -0.12543, -0.10488], [-1.13354, 0.33693, -0.24990], [-0.08417, -0.47841, -0.51999], [1.05195, 0.13023, -0.04532], [2.40573, -0.49974, 0.07643], [0.57025, 1.35390, 0.48005], [-0.74756, 1.45873, 0.37805], [-2.78537, -0.71877, -0.97573], [-3.15179, 0.73808, 0.00147], [-2.57085, -0.74847, 0.79362], [-0.22448, -1.42698, -1.02155], [3.19093, 0.23503, 0.27066], [2.67634, -1.07106, -0.81723], [2.39752, -1.20050, 0.92023], [1.13802, 2.15957, 0.93188]],
  "multiplicity": 1,
  "gap_ev": 9.87,
  "total_charge": 0,
  "lumo_energy_ev": 1.0,
  "smiles": "Cc1cnn(C)c1",
  "e_homo_ha": -0.32595
}

Q: Number 4 is which compound?
A: C5H8N2